# 1
The following is a quantum chemistry calculation of a structure of composition C18H25F3NO6S2 at a distorted geometry, from the Open Molecules 2025 dataset.

```
55
Properties=species:S:1:pos:R:3:forces:R:3
C -5.040 -0.393 -1.224 -0.2768 -0.1143 -0.0997
C -4.027 0.692 -0.992 -0.1816 -0.3479 0.1192
O -2.961 0.078 -0.252 0.8530 0.8508 -0.5011
C -1.910 0.949 -0.165 -0.1803 -1.2125 0.8727
C -0.617 0.227 0.296 0.2876 0.5986 4.9521
C -0.868 0.199 1.919 0.9846 -0.0147 -0.4081
C -2.041 -0.662 2.306 -0.2478 -0.3374 0.6791
C -1.043 1.555 2.566 -0.1021 0.2323 0.4961
C -0.476 -1.325 -0.012 -1.2646 -0.9862 -0.7858
O -0.881 -1.838 -1.049 -0.0817 -1.3701 2.3220
O 0.041 -2.101 0.929 0.3180 -0.0648 -0.0708
C 0.044 -3.512 0.527 0.5956 0.4108 0.1878
C -1.355 -4.053 0.514 -0.3681 -0.2980 0.0803
O -2.078 2.139 -0.278 0.4187 -0.1231 -0.2956
H -5.879 0.024 -1.782 -0.0996 -0.0852 -0.0222
H -4.604 -1.212 -1.807 -0.0603 0.1524 0.1373
H -5.414 -0.791 -0.275 0.0526 0.0280 -0.1338
H -3.616 1.068 -1.935 -0.1090 0.0507 0.1606
H -4.416 1.524 -0.398 -0.0911 -0.0637 -0.2475
H 0.073 -0.242 2.274 -0.3294 0.0082 0.3128
H -1.952 -1.682 1.932 -0.3228 0.1657 -0.0056
H -2.058 -0.718 3.401 -0.0997 -0.1124 -0.0906
H -2.984 -0.213 1.983 0.0986 -0.2035 0.1016
H -0.101 2.096 2.674 -0.1513 0.0250 -0.0657
H -1.763 2.161 2.006 0.1327 0.0792 0.2665
H -1.442 1.401 3.578 0.0568 0.1366 -0.1478
H 0.505 -3.565 -0.465 -0.0251 -0.0905 0.2933
H 0.687 -3.984 1.279 -0.1919 0.0676 -0.2255
H -1.317 -5.105 0.236 -0.0324 -0.1426 0.0464
H -1.819 -3.970 1.501 0.0265 -0.0548 -0.0776
H -1.962 -3.531 -0.228 0.0746 -0.1648 0.2398
C 4.799 1.247 -2.292 0.1657 -0.1645 -0.7436
N 5.122 1.427 -0.924 0.3321 -0.7872 2.0058
S -0.520 0.171 -1.844 1.1241 3.4586 -7.5214
C 0.603 -0.772 -2.823 -1.1349 1.4692 -0.5347
F 1.646 -1.308 -2.134 -0.4717 0.1492 -0.9419
F -0.041 -1.752 -3.516 1.1340 0.0675 -0.0021
F 1.066 0.168 -3.730 0.8889 -1.6421 -0.0279
S 4.675 0.395 0.176 0.7750 1.9379 -1.2086
C 3.107 1.188 0.596 0.2312 -0.7199 0.5979
C 3.089 2.578 0.666 -0.6201 -0.2781 -0.1174
C 1.846 3.228 0.697 -0.0243 0.1334 0.1415
C 0.687 2.517 0.494 -0.1191 -0.2635 -0.9876
C 0.731 1.080 0.125 -0.4739 0.3139 4.4204
C 1.945 0.438 0.647 -0.6428 0.4644 -1.4260
O 4.311 -0.921 -0.299 -0.1458 -0.5543 0.0753
O 5.532 0.495 1.338 -0.1960 -0.1365 0.1550
H 5.038 0.228 -2.655 -0.3267 0.3401 -0.0389
H 3.755 1.510 -2.560 0.1520 -0.2262 0.0151
H 5.452 1.955 -2.825 -0.2532 -0.2292 -0.2314
H 4.028 3.119 0.694 -0.0664 -0.1003 -0.0836
H 1.812 4.304 0.868 -0.1106 -0.2413 -0.0355
H -0.288 3.008 0.455 0.5593 -0.0779 -0.1645
H 0.932 1.119 -1.030 -0.8305 -0.1702 -1.1021
H 1.948 -0.639 0.815 0.3703 0.2378 -0.3340
```
Forces are in eV/Å.

The total energy is -2302.84047 Eh. Its net charge is -1. As for the energy above the lowest of the compared OMol25 structures with the same formula, charge and spin: 0.000 eV. The HOMO energy comes out at -4.01 eV.

Charges per atom according to Löwdin partitioning, unit e: -0.067, -0.227, -0.054, -0.599, -0.333, -0.325, -0.054, -0.059, -0.475, -0.070, -0.011, -0.163, -0.069, 0.082, 0.073, 0.085, 0.078, 0.128, 0.126, 0.135, 0.068, 0.087, 0.089, 0.081, 0.084, 0.083, 0.133, 0.131, 0.081, 0.078, 0.080, -0.254, -0.299, 1.057, -0.814, 0.089, 0.059, -0.002, 0.492, -0.250, -0.019, -0.058, -0.013, -0.291, 0.041, -0.352, -0.363, 0.065, 0.060, 0.054, 0.117, 0.107, 0.111, 0.142, 0.127

---

# 2
The following is a quantum chemistry calculation of a cluster of 2 separate species, C5H14 in total at a distorted geometry, from the Open Molecules 2025 dataset.

```
19
Properties=species:S:1:pos:R:3:forces:R:3
C -1.170 0.227 -2.200 0.2849 -1.4340 0.1588
C -1.211 -1.245 -1.700 1.3471 0.7341 -1.1535
H -0.877 0.929 -1.423 -0.4408 0.1125 0.0591
H -0.405 0.276 -2.967 0.0280 0.2360 -0.2835
H -2.142 0.396 -2.644 -0.0864 0.7463 -0.0129
H -1.223 -1.881 -2.585 -0.8615 -0.1245 -0.1171
H -2.061 -1.406 -1.053 0.2034 -0.4266 0.3526
H -0.211 -1.535 -1.354 -0.4846 0.1557 0.9899
C 1.256 0.763 1.778 -0.6608 0.8168 0.0109
C 1.692 -0.208 0.674 -0.6080 0.1441 0.7444
C -0.267 0.677 2.028 0.8116 -0.5826 -1.1882
H 1.802 0.685 2.719 0.0293 -0.4342 -0.0086
H 1.445 1.797 1.460 0.2235 -0.1596 -0.1210
H 2.734 -0.496 0.770 0.1625 0.2148 -0.4202
H 1.419 0.278 -0.261 0.4913 -0.2369 -0.3177
H -0.768 0.650 1.051 0.0287 0.2654 0.0612
H -0.470 -0.319 2.422 -0.3615 0.2985 0.6766
H 1.100 -1.127 0.721 0.0568 -0.0172 0.1058
H -0.645 1.540 2.565 -0.1638 -0.3086 0.4635
```
Forces are in eV/Å.

The total energy is -198.87266 Eh. Its net charge is 0. Its structure (SMILES) is CCC.CC. As for the energy above the lowest of the compared OMol25 structures with the same formula, charge and spin: 0.449 eV. The HOMO energy comes out at -11.22 eV.

Charges per atom according to Löwdin partitioning, unit e: -0.161, -0.163, 0.042, 0.058, 0.057, 0.056, 0.060, 0.047, -0.318, -0.120, -0.118, 0.092, 0.093, 0.066, 0.062, 0.052, 0.070, 0.061, 0.065

---

# 3
The following is a quantum chemistry calculation of a cluster of 3 separate species, C5H16N2O in total at a distorted geometry, from the Open Molecules 2025 dataset.

```
24
Properties=species:S:1:pos:R:3:forces:R:3
N 2.609 -1.607 0.688 0.0653 -0.1240 -0.1392
C 0.411 0.273 -1.348 -0.1768 0.0213 -0.8840
C 1.889 0.113 -1.598 0.9307 -0.5617 0.5980
C -0.078 -0.780 -0.342 -0.4593 0.3466 1.2920
N -1.482 -0.661 -0.004 1.8891 0.3524 0.8064
C -1.667 -0.231 1.366 -0.1616 0.0554 0.1575
C -1.135 1.192 1.689 -0.0288 -0.2503 -0.0526
H 3.062 -1.320 1.561 -0.1737 -0.2495 0.1668
H -0.177 0.195 -2.268 -0.0046 0.0521 0.1405
H 0.234 1.267 -0.941 -0.2494 -0.0828 0.0013
H 2.317 0.821 -2.312 -0.2934 0.0072 0.0675
H 2.378 0.190 -0.625 0.1845 0.5025 -0.3402
H 2.191 -0.906 -1.872 -0.3543 0.1656 -0.3666
H 0.528 -0.631 0.551 0.0140 -0.0636 0.0822
H 0.160 -1.804 -0.665 -0.1582 -0.1087 -0.5643
H -1.952 0.116 -0.642 -1.3834 1.1057 -1.3995
H -2.730 -0.275 1.603 -0.0107 -0.0149 -0.0369
H -1.116 -0.904 2.040 -0.0958 -0.1803 -0.2765
H -1.687 1.944 1.135 -0.1237 -0.0225 0.0381
H -0.094 1.258 1.396 0.2522 0.0806 0.0784
H -1.210 1.344 2.769 -0.0286 0.0404 -0.1541
H -3.058 1.543 -1.642 0.3181 -0.5294 0.3435
H 2.850 -2.597 0.572 -0.0271 0.0224 0.2101
O -2.244 1.459 -1.112 0.0756 -0.5644 0.2314
```
Forces are in eV/Å.

The total energy is -384.54710 Eh. Its net charge is 0. As for the energy above the lowest of the compared OMol25 structures with the same formula, charge and spin: 8.462 eV. The HOMO energy comes out at -7.76 eV.

Charges per atom according to Löwdin partitioning, unit e: 0.089, -0.238, -0.134, -0.241, 0.036, -0.238, -0.066, -0.025, 0.112, 0.099, 0.075, 0.034, 0.067, 0.062, 0.136, 0.062, 0.116, 0.123, 0.059, 0.063, 0.079, -0.007, -0.026, -0.239

---

# 4
The following is a quantum chemistry calculation of a structure of composition C10H14N4O2S at a distorted geometry, from the Open Molecules 2025 dataset.

```
31
Properties=species:S:1:pos:R:3:forces:R:3
N -5.979 -1.185 0.273 1.0607 0.7257 0.0283
C -6.037 0.136 0.012 -5.3011 0.5190 0.1096
O -7.093 0.816 -0.069 0.6131 -1.4562 0.2974
N -4.940 0.801 -0.116 1.8044 -0.1771 -0.7295
N -3.781 0.034 -0.187 -0.7298 3.4630 0.9419
C -2.790 0.816 -0.086 1.3753 2.5917 -1.1093
C -1.540 0.169 0.078 0.4154 9.0056 -2.2017
C -1.123 -0.999 -0.044 -1.2977 -8.6508 2.0334
C 0.227 -1.225 -0.001 5.6160 -2.4078 0.3488
C 1.056 -0.144 -0.073 -3.8708 5.5725 -1.6143
N 2.307 0.237 -0.102 2.4047 -6.6900 -0.2654
C 3.132 -1.020 -0.166 5.0625 2.4994 4.9329
H 3.360 -1.667 0.854 -0.7476 2.4936 -0.7669
C 4.627 -0.637 -0.575 -3.5685 -2.4690 -4.3722
H 4.484 -0.424 -1.788 1.0066 0.5294 2.8462
O 5.152 0.269 0.263 5.8166 -3.9320 -2.1847
C 4.346 1.047 0.774 -5.8596 10.8403 4.1278
H 4.783 2.121 0.851 0.1135 -1.3932 0.1046
C 3.115 1.437 -0.134 -3.9137 -0.0901 4.1103
H 2.319 2.096 0.539 2.6106 -0.4575 -1.9861
H 3.176 1.694 -1.174 0.8302 0.8867 -0.2623
H 3.958 0.983 1.904 0.5798 -0.9954 -2.2294
H 5.280 -1.465 -0.524 0.3598 -1.2574 -0.1940
H 2.755 -1.867 -0.505 -2.1837 -2.9404 -3.5909
S -0.018 1.460 -0.486 -1.2540 -4.2576 2.2007
H 0.798 -2.200 0.222 -1.6459 1.2353 -0.4301
H -1.828 -1.977 0.195 1.5764 2.7348 -0.9131
H -2.725 2.152 -0.302 -0.7295 -4.3003 1.0956
H -5.132 1.808 -0.102 1.1350 -0.3046 -0.2232
H -5.064 -1.599 0.270 -0.2827 -0.4097 -0.0644
H -6.826 -1.666 0.200 -0.9963 -0.9081 -0.0399
```
Forces are in eV/Å.

The total energy is -1156.81968 Eh. Its net charge is 0. As for the energy above the lowest of the compared OMol25 structures with the same formula, charge and spin: 7.099 eV. The HOMO energy comes out at -7.59 eV.

Charges per atom according to Löwdin partitioning, unit e: 0.180, -0.665, -0.023, 0.021, 0.077, -0.214, -0.396, -0.216, -0.158, -0.428, -0.175, -0.101, 0.177, -0.193, 0.180, -0.047, -0.345, 0.143, -0.115, 0.152, 0.119, 0.173, 0.107, 0.042, 0.839, 0.130, 0.193, 0.199, 0.170, 0.083, 0.090

---

Among the records above, which one has the highest energy above the lowest of the compared OMol25 structures with the same formula, charge and spin?
C5H16N2O

---

Please write out number 4 again, unchanged.
The following is a quantum chemistry calculation of a structure of composition C10H14N4O2S at a distorted geometry, from the Open Molecules 2025 dataset.

```
31
Properties=species:S:1:pos:R:3:forces:R:3
N -5.979 -1.185 0.273 1.0607 0.7257 0.0283
C -6.037 0.136 0.012 -5.3011 0.5190 0.1096
O -7.093 0.816 -0.069 0.6131 -1.4562 0.2974
N -4.940 0.801 -0.116 1.8044 -0.1771 -0.7295
N -3.781 0.034 -0.187 -0.7298 3.4630 0.9419
C -2.790 0.816 -0.086 1.3753 2.5917 -1.1093
C -1.540 0.169 0.078 0.4154 9.0056 -2.2017
C -1.123 -0.999 -0.044 -1.2977 -8.6508 2.0334
C 0.227 -1.225 -0.001 5.6160 -2.4078 0.3488
C 1.056 -0.144 -0.073 -3.8708 5.5725 -1.6143
N 2.307 0.237 -0.102 2.4047 -6.6900 -0.2654
C 3.132 -1.020 -0.166 5.0625 2.4994 4.9329
H 3.360 -1.667 0.854 -0.7476 2.4936 -0.7669
C 4.627 -0.637 -0.575 -3.5685 -2.4690 -4.3722
H 4.484 -0.424 -1.788 1.0066 0.5294 2.8462
O 5.152 0.269 0.263 5.8166 -3.9320 -2.1847
C 4.346 1.047 0.774 -5.8596 10.8403 4.1278
H 4.783 2.121 0.851 0.1135 -1.3932 0.1046
C 3.115 1.437 -0.134 -3.9137 -0.0901 4.1103
H 2.319 2.096 0.539 2.6106 -0.4575 -1.9861
H 3.176 1.694 -1.174 0.8302 0.8867 -0.2623
H 3.958 0.983 1.904 0.5798 -0.9954 -2.2294
H 5.280 -1.465 -0.524 0.3598 -1.2574 -0.1940
H 2.755 -1.867 -0.505 -2.1837 -2.9404 -3.5909
S -0.018 1.460 -0.486 -1.2540 -4.2576 2.2007
H 0.798 -2.200 0.222 -1.6459 1.2353 -0.4301
H -1.828 -1.977 0.195 1.5764 2.7348 -0.9131
H -2.725 2.152 -0.302 -0.7295 -4.3003 1.0956
H -5.132 1.808 -0.102 1.1350 -0.3046 -0.2232
H -5.064 -1.599 0.270 -0.2827 -0.4097 -0.0644
H -6.826 -1.666 0.200 -0.9963 -0.9081 -0.0399
```
Forces are in eV/Å.

The total energy is -1156.81968 Eh. Its net charge is 0. As for the energy above the lowest of the compared OMol25 structures with the same formula, charge and spin: 7.099 eV. The HOMO energy comes out at -7.59 eV.

Charges per atom according to Löwdin partitioning, unit e: 0.180, -0.665, -0.023, 0.021, 0.077, -0.214, -0.396, -0.216, -0.158, -0.428, -0.175, -0.101, 0.177, -0.193, 0.180, -0.047, -0.345, 0.143, -0.115, 0.152, 0.119, 0.173, 0.107, 0.042, 0.839, 0.130, 0.193, 0.199, 0.170, 0.083, 0.090